one:
2 unconnected molecules or ions with the total composition C3H6N2O, computed with ωB97M-V with the def2-TZVPD basis set.

Computed properties:
2S+1 = 1
lowest unoccupied orbital energy = 0.55 eV
orbital gap = 9.77 eV

Geometry as XYZ:
```
12
C3H6N2O ωB97M-V with the def2-TZVPD basis set
N -1.8445 -1.0130 0.3405
C -1.5789 -0.0418 -0.5098
C 1.2369 1.0487 0.2403
O 1.1042 0.1211 1.2889
C 1.7761 0.4169 -0.9855
N 2.1739 -0.1063 -1.9372
H -2.0401 -0.7829 1.3111
H -1.9433 -2.0058 0.1191
H -1.4343 -0.5302 -1.4949
H 0.2738 1.5056 -0.0162
H 1.9339 1.8209 0.5700
H 0.3425 -0.4332 1.0737
```

Okay, here come the Löwdin numbers, in e, for every atom: -0.037 -0.032 -0.279 -0.062 -0.194 0.137 0.094 0.107 0.016 0.082 0.124 0.045

=====

two:
A single C3H6N2O molecule, computed with ωB97M-V with the def2-TZVPD basis set.

Computed properties:
SMILES = C=CN(N)C=O
2S+1 = 1
lowest unoccupied orbital energy = 0.86 eV
orbital gap = 10.30 eV

Geometry as XYZ:
```
12
C3H6N2O ωB97M-V with the def2-TZVPD basis set
C -2.1925 0.7003 -0.4062
C -1.2989 -0.3628 -0.2960
N 0.0272 -0.1511 0.1271
N 0.4889 -1.1221 1.0242
C 1.0224 0.5848 -0.4631
O 2.1299 0.5472 -0.0626
H -3.2111 0.4817 -0.9123
H -1.9851 1.7266 0.0229
H -1.5466 -1.4581 -0.7955
H 0.2734 -2.0242 0.6067
H 0.1029 -0.8735 1.8984
H 0.5295 1.1490 -1.3868
```

Okay, here come the Löwdin numbers, in e, for every atom: 0.007 -0.207 -0.224 0.081 -0.356 0.064 0.073 0.072 0.156 0.093 0.081 0.161

=====

Energies relative to the minimum, kcal/mol: one 11.0; two 0.0

=====

one:
A molecular structure, C5H12N2O2, computed with ωB97M-V with the def2-TZVPD basis set.

Computed properties:
2S+1 = 1
lowest unoccupied orbital energy = 0.20 eV
orbital gap = 8.27 eV

Geometry as XYZ:
```
21
C5H12N2O2 ωB97M-V with the def2-TZVPD basis set
C 0.4208 -1.9452 -0.5679
C 0.8345 -0.5212 -0.1387
C 0.0710 -0.0251 1.2339
C -0.1579 0.7979 0.0168
C -1.4384 0.6819 -0.9100
H -0.6763 -1.8201 -1.1760
H 1.5186 -2.4599 -1.4018
H 0.4273 -2.5968 0.6539
H 2.6158 0.0974 -0.9788
H 2.1365 0.6955 0.7023
H 0.7591 0.4703 1.9439
H -1.1029 -1.7437 1.1816
H 0.1783 2.5787 1.0885
H 0.3449 2.7484 -0.8173
H -2.0174 1.7641 -1.1386
H -0.7509 0.3822 -1.9128
H -2.6041 -0.0887 0.6337
N 2.1754 -0.2587 -0.0535
N 0.6597 2.0952 0.2069
O -1.0484 -0.5545 1.8743
O -2.3458 -0.2976 -0.4403
```

Okay, here come the Löwdin numbers, in e, for every atom: -0.073 -0.558 -0.348 -0.398 -0.248 0.108 0.191 0.161 0.111 0.160 0.136 0.272 0.117 0.179 0.149 0.164 0.203 -0.009 -0.009 -0.134 -0.174

=====

two:
2 unconnected molecules or ions with the total composition C5H12N2O2, computed with ωB97M-V with the def2-TZVPD basis set.

Computed properties:
SMILES = CC(=O)NN.CC(C)=O
2S+1 = 1
lowest unoccupied orbital energy = 0.64 eV
orbital gap = 9.29 eV

Geometry as XYZ:
```
21
C5H12N2O2 ωB97M-V with the def2-TZVPD basis set
C -2.3401 0.1636 0.6925
C -1.1864 -0.5887 0.0868
O -1.3053 -1.3725 -0.8421
N 0.0157 -0.6972 0.9419
N 0.4782 -2.0295 1.1610
H -2.7910 0.7700 -0.0941
H -2.0400 0.8175 1.5115
H -3.0863 -0.5597 1.0329
H -0.0497 -0.1738 1.8148
H 0.1662 -2.5817 0.3573
H 1.4967 -2.0090 1.1030
C 1.7534 -0.1782 -1.3008
C 1.3234 0.5458 -0.0461
C 0.0586 1.7521 -0.5271
O 2.1398 0.9889 0.7515
H 2.2497 0.5212 -1.9724
H 2.4561 -0.9735 -1.0369
H 0.8875 -0.6075 -1.8030
H -0.6617 1.5737 -1.3267
H -0.3237 2.1472 0.4146
H 0.7589 2.4914 -0.9186
```

Okay, here come the Löwdin numbers, in e, for every atom: -0.005 -0.473 0.073 -0.064 0.070 0.091 0.080 0.100 0.145 0.085 0.084 -0.040 -0.511 -0.020 -0.011 0.093 0.079 0.067 0.056 0.049 0.054

=====

three:
2 unconnected molecules or ions with the total composition C5H12N2O2, computed with ωB97M-V with the def2-TZVPD basis set.

Computed properties:
SMILES = CNC(C)=O.CC(N)=O
2S+1 = 1
lowest unoccupied orbital energy = 0.52 eV
orbital gap = 9.93 eV

Geometry as XYZ:
```
21
C5H12N2O2 ωB97M-V with the def2-TZVPD basis set
C -0.0771 -0.9829 -1.3197
N -1.2780 -1.1659 -0.5799
C -2.1144 -0.2109 -0.0821
C -3.1199 -0.6391 0.9686
O -1.9010 1.0629 -0.1129
H -0.0841 0.1349 -1.8222
H 0.6914 -1.2986 -0.4492
H 0.1527 -1.8373 -2.2630
H -1.4224 -2.1771 -0.6021
H -2.9156 -1.7135 1.2693
H -4.2331 -0.5409 0.5743
H -3.1492 -0.1730 1.9093
C 2.2123 -0.1284 0.2828
C 2.6978 1.4114 0.2093
N 1.6483 2.3486 0.1965
O 3.8260 1.6664 -0.1615
H 2.6308 -0.5975 -0.7503
H 1.1870 -0.2033 0.3586
H 2.5074 -0.6146 1.3090
H 1.9091 3.3978 0.1390
H 0.8319 2.2611 0.9260
```

Okay, here come the Löwdin numbers, in e, for every atom: -0.148 -0.054 -0.480 -0.032 -0.046 0.149 0.072 0.146 0.141 0.082 0.123 0.047 -0.045 -0.550 0.089 0.023 0.143 -0.045 0.115 0.132 0.139

=====

Energies relative to the minimum, kcal/mol: one 176.0; two 0.0; three 8.9

=====

one:
A single C5H12N2O2 molecule, computed with ωB97M-V with the def2-TZVPD basis set.

Computed properties:
SMILES = C[C@@H](C(=O)NO)N(C)C
2S+1 = 1
lowest unoccupied orbital energy = 0.61 eV
orbital gap = 8.57 eV

Geometry as XYZ:
```
21
C5H12N2O2 ωB97M-V with the def2-TZVPD basis set
C 0.6183 -0.3209 -2.1495
C 0.5400 -0.2942 -0.6446
C 0.6562 1.1006 -0.0417
O 0.3270 2.1363 -0.6382
N 1.7103 1.2082 0.8775
O 1.9104 0.2112 1.8530
N -0.9277 -0.4595 -0.0190
C -0.9679 -1.4409 1.0571
C -1.9629 0.5515 0.1276
H 0.2760 -1.2923 -2.5271
H 0.0081 0.4565 -2.6184
H 1.6538 -0.1692 -2.4746
H 1.1950 -1.0457 -0.1976
H 1.8566 2.1650 1.1926
H 2.8133 -0.0960 1.6541
H -0.3012 -2.2862 0.8624
H -1.9732 -1.8677 1.1486
H -0.6839 -1.0062 2.0214
H -1.8268 1.1343 1.0474
H -2.9515 0.0838 0.1968
H -1.9699 1.2315 -0.7278
```

Okay, here come the Löwdin numbers, in e, for every atom: -0.047 -0.214 -0.444 0.043 0.008 -0.034 -0.205 -0.119 -0.111 0.083 0.082 0.087 0.128 0.144 0.111 0.080 0.079 0.076 0.084 0.084 0.084

=====

two:
A single C5H12N2O2 molecule, computed with ωB97M-V with the def2-TZVPD basis set.

Computed properties:
SMILES = NCCC[C@H](N)C(=O)O
2S+1 = 1
lowest unoccupied orbital energy = 0.69 eV
orbital gap = 9.89 eV

Geometry as XYZ:
```
21
C5H12N2O2 ωB97M-V with the def2-TZVPD basis set
N 1.3769 -1.4370 0.1191
C 1.7685 -0.1070 -0.3353
C 0.7343 0.7505 -1.1297
C -0.3462 1.4659 -0.3285
C -1.3303 0.6331 0.5974
N -0.5157 0.1980 1.8006
C -2.0691 -0.5071 -0.3391
O -3.2118 -0.3604 -0.7378
O -1.4232 -1.6510 -0.3750
H 1.8070 -1.6926 0.9916
H 1.6885 -2.2493 -0.4330
H 2.7197 -0.2980 -0.8708
H 2.0571 0.3408 0.5767
H 0.4528 0.0730 -1.9526
H 1.3120 1.4304 -1.7494
H -1.0756 2.0380 -0.9366
H 0.1306 2.2729 0.2697
H -2.1683 1.2889 0.9419
H -1.2080 0.2072 2.5746
H -0.2113 -0.8196 1.5398
H -0.4880 -1.5769 -0.2234
```

Okay, here come the Löwdin numbers, in e, for every atom: -0.043 -0.252 -0.182 -0.170 -0.249 0.019 -0.472 0.083 0.110 0.082 0.103 0.116 0.091 0.114 0.102 0.114 0.117 0.139 0.076 0.081 0.023

=====

Energies relative to the minimum, kcal/mol: one 53.9; two 0.0

=====

one:
2 unconnected molecules or ions with the total composition C4H12N2O, computed with ωB97M-V with the def2-TZVPD basis set.

Computed properties:
SMILES = CCC/N=C\N.O
2S+1 = 1
lowest unoccupied orbital energy = 0.72 eV
orbital gap = 9.97 eV

Geometry as XYZ:
```
19
C4H12N2O ωB97M-V with the def2-TZVPD basis set
C -0.9755 -1.7262 1.3582
C -1.1971 -0.8845 -0.0250
C -0.2133 0.3987 -0.1121
N -0.6209 1.1113 -1.4291
C -0.2244 2.3829 -1.5111
N 0.2617 3.2385 -0.3870
H -0.2895 -0.9605 1.8963
H -1.7916 -1.8577 2.1690
H -0.3139 -2.5643 1.2054
H -1.1993 -1.5202 -0.9585
H -2.0712 -0.2621 -0.0373
H 0.9113 0.0683 -0.1027
H -0.3032 1.0760 0.7262
H -0.2111 2.9916 -2.4936
H 0.7742 3.9719 -0.9543
H 0.4843 2.8493 0.5667
O 2.3155 -3.0333 -0.2214
H 1.5339 -2.4814 0.1729
H 3.1302 -2.7985 0.1376
```

Okay, here come the Löwdin numbers, in e, for every atom: -0.100 -0.218 -0.252 -0.013 -0.245 0.014 0.067 0.088 0.023 0.109 0.068 0.126 0.062 0.123 0.085 0.083 -0.070 0.065 -0.014

=====

two:
A single C4H12N2O molecule, computed with ωB97M-V with the def2-TZVPD basis set.

Computed properties:
SMILES = C[C@@H](CO)NCN
2S+1 = 1
lowest unoccupied orbital energy = 0.97 eV
orbital gap = 10.00 eV

Geometry as XYZ:
```
19
C4H12N2O ωB97M-V with the def2-TZVPD basis set
C -0.9200 -1.2172 -0.7296
C 0.2170 -0.1930 -0.5721
C 0.0330 0.9311 -1.5945
O -0.0674 0.4598 -2.9135
N 0.3692 0.4517 0.7435
C 0.4562 -0.4300 1.8853
N -0.0322 0.2107 3.1036
H -0.6639 -1.9930 -0.0513
H -1.9268 -0.8843 -0.4989
H -0.8441 -1.6368 -1.7275
H 1.1622 -0.6728 -0.8400
H 0.8259 1.6560 -1.4841
H -0.9004 1.4656 -1.4088
H 0.7754 0.1345 -3.2336
H -0.5132 0.9552 0.8185
H -0.1003 -1.3622 1.7461
H 1.4898 -0.7638 2.0531
H 0.6982 0.7496 3.5485
H -0.3019 -0.5146 3.7510
```

Okay, here come the Löwdin numbers, in e, for every atom: -0.048 -0.390 -0.257 -0.060 -0.029 -0.339 0.008 0.042 0.089 0.077 0.141 0.113 0.125 0.088 0.106 0.098 0.113 0.063 0.059

=====

three:
2 unconnected molecules or ions with the total composition C4H12N2O, computed with ωB97M-V with the def2-TZVPD basis set.

Computed properties:
SMILES = CN(C)C.NC=O
2S+1 = 1
lowest unoccupied orbital energy = 0.88 eV
orbital gap = 10.06 eV

Geometry as XYZ:
```
19
C4H12N2O ωB97M-V with the def2-TZVPD basis set
C -0.3856 0.8939 -0.4817
N -0.2229 -0.5635 -0.5654
C -1.4803 -1.2654 -0.4592
C 0.2308 -0.7723 -1.9786
H -0.9912 1.1570 0.4325
H -0.9554 1.3018 -1.3580
H 0.5781 1.3591 -0.3638
H -1.3055 -2.3609 -0.6006
H -1.9459 -1.0409 0.5247
H -2.2106 -0.9730 -1.2699
H 0.5660 -1.7921 -2.2279
H 1.0041 -0.0597 -2.2463
H -0.6448 -0.5939 -2.6383
N 0.7722 0.3369 2.4173
C 1.8314 1.0838 2.1253
O 2.5333 1.0453 1.0939
H 0.1096 0.6740 3.0934
H 0.4659 -0.2540 1.6266
H 2.0508 1.8240 2.8760
```

Okay, here come the Löwdin numbers, in e, for every atom: -0.146 -0.320 -0.152 -0.111 0.088 0.095 0.057 0.094 0.083 0.089 0.085 0.080 0.078 0.127 -0.419 -0.032 0.101 0.090 0.113

=====

four:
2 unconnected molecules or ions with the total composition C4H12N2O, computed with ωB97M-V with the def2-TZVPD basis set.

Computed properties:
SMILES = CN(C)C(N)=O.C
2S+1 = 1
lowest unoccupied orbital energy = 0.79 eV
orbital gap = 9.94 eV

Geometry as XYZ:
```
19
C4H12N2O ωB97M-V with the def2-TZVPD basis set
C 1.5445 0.8271 -1.2582
N 0.6440 0.8101 -0.1316
C -0.5271 1.6509 -0.1984
C 0.8500 0.0473 0.9769
N 1.9776 -0.7472 0.9502
O 0.1235 0.0869 1.9521
H 1.3259 1.7038 -1.8650
H 2.5812 0.8922 -0.9233
H 1.4260 -0.0619 -1.8894
H -1.1631 1.3580 -1.0374
H -1.0779 1.5273 0.7315
H -0.2427 2.6999 -0.3109
H 2.2995 -1.1187 0.0734
H 2.0306 -1.3852 1.7287
C -2.3575 -1.6577 0.2406
H -2.6103 -2.6587 0.5655
H -3.2651 -1.0836 0.1065
H -1.8219 -1.7092 -0.6993
H -1.7371 -1.1811 0.9881
```

Okay, here come the Löwdin numbers, in e, for every atom: -0.066 -0.160 -0.053 -0.614 0.158 0.022 0.086 0.088 0.090 0.089 0.084 0.089 0.079 0.104 -0.037 0.014 0.017 0.013 -0.004

=====

Energies relative to the minimum, kcal/mol: one 76.1; two 29.6; three 27.6; four 0.0